Arrangement 1

ORCA calculation (wB97M-V/def2-TZVPD) on a 12-piece molecular cluster, C36H84N12O12 overall.

**2S+1**: 1
**Structure (SMILES)**: CNC(C)=O.CNC(C)=O.CNC(C)=O.CNC(C)=O.CNC(C)=O.CNC(C)=O.CNC(C)=O.CNC(C)=O.CNC(C)=O.CNC(C)=O.CNC(C)=O.CNC(C)=O
**Orbital gap**: 9.1288 eV
**E_LUMO**: 0.214 eV

Bonds (Å) are listed after each position.
Atoms and positions in Å:
1 C -2.45888 1.36285 2.95700  N2 1.449, H6 1.092, H7 1.081, H8 1.116
2 N -1.59821 1.18375 4.10920  C1 1.449, C3 1.331, H9 0.988
3 C -0.45423 1.84303 4.27854  N2 1.331, C4 1.520, O5 1.236
4 C 0.33259 1.27339 5.44765  C3 1.520, H10 1.062, H11 1.135, H12 1.094
5 O -0.03295 2.70817 3.50254  C3 1.236
6 H -1.83396 1.55827 2.08350  C1 1.092
7 H -3.18390 2.15492 3.08301  C1 1.081
8 H -2.99341 0.39223 2.82446  C1 1.116
9 H -1.90503 0.57986 4.82784  N2 0.988
10 H 1.20852 0.78285 5.10116  C4 1.062
11 H -0.33699 0.48113 5.90747  C4 1.135
12 H 0.58062 1.98984 6.23599  C4 1.094
13 C 4.78996 0.39268 -4.74423  N14 1.446, H18 1.090, H19 1.088, H20 1.084
14 N 5.04373 1.60373 -3.99540  C13 1.446, C15 1.349, H21 0.998
15 C 4.01453 2.44395 -3.76115  N14 1.349, C16 1.541, O17 1.231
16 C 4.26542 3.65405 -2.84026  C15 1.541, H22 1.062, H23 1.098, H24 1.081
17 O 2.90521 2.15884 -4.21138  C15 1.231
18 H 5.72389 -0.13932 -4.56070  C13 1.090
19 H 4.75002 0.55153 -5.82022  C13 1.088
20 H 3.83304 -0.00517 -4.42707  C13 1.084
21 H 5.95993 1.76932 -3.63670  N14 0.998
22 H 4.21313 3.25518 -1.85772  C16 1.062
23 H 3.51904 4.45214 -2.94294  C16 1.098
24 H 5.27663 4.03106 -2.90784  C16 1.081
25 C -5.07361 -3.25986 -4.97934  N26 1.492, H30 1.128, H31 1.067, H32 1.157
26 N -4.07552 -3.89536 -4.07105  C25 1.492, C27 1.382, H33 1.025
27 C -4.21036 -4.06418 -2.70566  N26 1.382, C28 1.559, O29 1.233
28 C -2.99045 -4.77466 -2.04459  C27 1.559, H34 1.052, H35 1.057, H36 1.077
29 O -5.15384 -3.60069 -2.06095  C27 1.233
30 H -6.01705 -3.87759 -5.01257  C25 1.128
31 H -4.73312 -3.03680 -5.96572  C25 1.067
32 H -5.48107 -2.23081 -4.64162  C25 1.157
33 H -3.14645 -4.06547 -4.46899  N26 1.025
34 H -2.38611 -4.02144 -1.62795  C28 1.052
35 H -2.34760 -5.24405 -2.74024  C28 1.057
36 H -3.43384 -5.40102 -1.28871  C28 1.077
37 C 0.06528 3.78896 -5.13923  N38 1.460, H42 1.062, H43 1.082, H44 1.094
38 N 0.85375 4.08973 -3.94777  C37 1.460, C39 1.327, H45 1.010
39 C 0.38784 4.93007 -3.03263  N38 1.327, C40 1.487, O41 1.216
40 C 0.97943 5.02765 -1.67241  C39 1.487, H46 1.084, H47 1.123, H48 1.090
41 O -0.56998 5.63029 -3.29688  C39 1.216
42 H 0.53060 2.96743 -5.62453  C37 1.062
43 H -0.09890 4.64959 -5.77368  C37 1.082
44 H -0.94470 3.49892 -4.83430  C37 1.094
45 H 1.59959 3.43516 -3.75930  N38 1.010
46 H 1.71455 4.25315 -1.48879  C40 1.084
47 H 0.16272 4.98626 -0.90310  C40 1.123
48 H 1.50257 5.98002 -1.58736  C40 1.090
49 C -6.28993 -0.47735 0.68138  N50 1.453, H54 1.086, H55 1.094, H56 1.100
50 N -5.21480 -1.01174 -0.13737  C49 1.453, C51 1.374, H57 1.020
51 C -4.17180 -0.17751 -0.46121  N50 1.374, C52 1.563, O53 1.200
52 C -3.23588 -0.67248 -1.61159  C51 1.563, H58 1.108, H59 1.059, H60 1.053
53 O -3.94093 0.86582 0.08512  C51 1.200
54 H -6.65535 0.45236 0.25438  C49 1.086
55 H -5.95243 -0.35533 1.71522  C49 1.094
56 H -7.10005 -1.22154 0.69131  C49 1.100
57 H -5.31694 -1.75247 -0.83183  N50 1.020
58 H -3.37483 -1.75364 -1.81058  C52 1.108
59 H -2.25765 -0.52883 -1.23121  C52 1.059
60 H -3.46939 -0.10159 -2.46510  C52 1.053
61 C 2.46760 -5.48484 2.18076  N62 1.433, H66 1.120, H67 1.087, H68 1.098
62 N 3.56406 -4.78675 1.57845  C61 1.433, C63 1.399, H69 0.996
63 C 4.35211 -3.92272 2.34569  N62 1.399, C64 1.470, O65 1.211
64 C 5.47619 -3.25444 1.67386  C63 1.470, H70 1.107, H71 1.109, H72 1.095
65 O 4.30501 -3.83106 3.55237  C63 1.211
66 H 2.59857 -6.59297 2.08218  C61 1.120
67 H 1.48968 -5.25723 1.76503  C61 1.087
68 H 2.32386 -5.18022 3.22623  C61 1.098
69 H 3.65795 -4.71127 0.59009  N62 0.996
70 H 5.38588 -2.91157 0.62558  C64 1.107
71 H 6.29891 -3.99768 1.65145  C64 1.109
72 H 5.79875 -2.39598 2.27166  C64 1.095
73 C 0.15522 1.69929 -0.07167  N74 1.431, H78 1.079, H79 1.194, H80 1.107
74 N 1.05542 2.38298 0.80661  C73 1.431, C75 1.342, H81 1.070
75 C 2.39351 2.36298 0.70900  N74 1.342, C76 1.539, O77 1.196
76 C 3.10520 3.16943 1.80968  C75 1.539, H82 1.063, H83 1.067, H84 1.047
77 O 3.01232 1.97517 -0.23766  C75 1.196
78 H 0.37783 1.87264 -1.11293  C73 1.079
79 H -0.92403 2.14987 0.16862  C73 1.194
80 H 0.10651 0.61807 0.15908  C73 1.107
81 H 0.71498 2.69569 1.77125  N74 1.070
82 H 3.33755 2.52597 2.62297  C76 1.063
83 H 2.51603 3.98019 2.17556  C76 1.067
84 H 4.03979 3.48154 1.45559  C76 1.047
85 C -3.95513 6.00936 -3.01772  N86 1.439, H90 1.084, H91 1.116, H92 1.065
86 N -4.27030 4.78186 -3.69947  C85 1.439, C87 1.381, H93 1.004
87 C -3.77605 3.57227 -3.25381  N86 1.381, C88 1.512, O89 1.238
88 C -3.43376 3.40651 -1.79074  C87 1.512, H94 1.109, H95 1.080, H96 1.074
89 O -3.67053 2.65112 -4.07354  C87 1.238
90 H -2.88172 6.15568 -3.06770  C85 1.084
91 H -4.35634 5.79411 -1.99865  C85 1.116
92 H -4.49323 6.88386 -3.30050  C85 1.065
93 H -4.31629 4.83136 -4.70162  N86 1.004
94 H -2.56771 4.01966 -1.46818  C88 1.109
95 H -3.25956 2.36328 -1.57439  C88 1.080
96 H -4.23898 3.66026 -1.12765  C88 1.074
97 C 2.50900 -0.88898 7.37972  N98 1.497, H102 1.095, H103 1.131, H104 1.114
98 N 3.35260 -1.28537 6.20820  C97 1.497, C99 1.330, H105 1.007
99 C 4.40025 -0.54837 5.84838  N98 1.330, C100 1.489, O101 1.230
100 C 5.41722 -1.28739 5.05013  C99 1.489, H106 1.093, H107 1.110, H108 1.099
101 O 4.51443 0.63939 6.14616  C99 1.230
102 H 1.46466 -0.87153 7.05041  C97 1.095
103 H 2.83688 0.17639 7.57257  C97 1.131
104 H 2.59089 -1.50384 8.30514  C97 1.114
105 H 3.44560 -2.28170 6.09888  N98 1.007
106 H 6.43780 -1.12575 5.40537  C100 1.093
107 H 5.37669 -0.83603 4.03716  C100 1.110
108 H 5.24293 -2.35797 4.87503  C100 1.099
109 C -0.11348 0.68946 -3.95905  N110 1.455, H114 1.108, H115 1.072, H116 1.072
110 N -0.32426 -0.73694 -3.76340  C109 1.455, C111 1.336, H117 0.989
111 C -1.14420 -1.53273 -4.45597  N110 1.336, C112 1.512, O113 1.209
112 C -2.14683 -0.78555 -5.30628  C111 1.512, H118 1.050, H119 1.123, H120 1.064
113 O -1.20598 -2.73190 -4.31169  C111 1.209
114 H -0.97503 1.38354 -3.90048  C109 1.108
115 H 0.35583 0.83049 -4.91239  C109 1.072
116 H 0.58174 0.97249 -3.19362  C109 1.072
117 H 0.36390 -1.16632 -3.19810  N110 0.989
118 H -1.68262 -0.36702 -6.14959  C112 1.050
119 H -2.56664 0.04351 -4.67644  C112 1.123
120 H -3.00207 -1.37533 -5.53416  C112 1.064
121 C -0.39933 -2.66048 5.46175  N122 1.403, H126 1.136, H127 1.088, H128 1.126
122 N -1.24482 -3.04287 4.40948  C121 1.403, C123 1.331, H129 1.005
123 C -2.32081 -2.34800 4.04627  N122 1.331, C124 1.550, O125 1.205
124 C -3.02059 -3.05841 2.85909  C123 1.550, H130 1.074, H131 1.088, H132 1.081
125 O -2.80279 -1.36240 4.54416  C123 1.205
126 H 0.23681 -3.51991 5.84567  C121 1.136
127 H -0.97881 -2.44137 6.35566  C121 1.088
128 H 0.28074 -1.79527 5.22267  C121 1.126
129 H -1.05075 -3.91433 3.94882  N122 1.005
130 H -4.05122 -2.75618 2.82935  C124 1.074
131 H -2.99353 -4.13134 3.03877  C124 1.088
132 H -2.54278 -2.87945 1.90664  C124 1.081
133 C 2.23479 -1.94435 -0.89062  N134 1.469, H138 1.111, H139 1.066, H140 1.117
134 N 2.28937 -1.57181 0.52950  C133 1.469, C135 1.357, H141 1.015
135 C 1.25011 -1.78362 1.37556  N134 1.357, C136 1.572, O137 1.271
136 C 1.38884 -1.26762 2.85437  C135 1.572, H142 1.125, H143 1.079, H144 1.108
137 O 0.27756 -2.46777 0.92733  C135 1.271
138 H 2.12865 -3.03771 -1.05629  C133 1.111
139 H 3.09468 -1.62586 -1.43480  C133 1.066
140 H 1.32287 -1.41822 -1.26368  C133 1.117
141 H 2.90125 -0.78659 0.72675  N134 1.015
142 H 0.44483 -0.70531 3.09628  C136 1.125
143 H 2.19056 -0.56237 3.01114  C136 1.079
144 H 1.47328 -2.19702 3.45082  C136 1.108


Arrangement 2

ORCA calculation (wB97M-V/def2-TZVPD) on a 12-piece molecular cluster, C36H84N12O12 overall.

**2S+1**: 1
**Structure (SMILES)**: CNC(C)=O.CNC(C)=O.CNC(C)=O.CNC(C)=O.CNC(C)=O.CNC(C)=O.CNC(C)=O.CNC(C)=O.CNC(C)=O.CNC(C)=O.CNC(C)=O.CNC(C)=O
**Orbital gap**: 9.1073 eV
**E_LUMO**: 0.203 eV

Bonds (Å) are listed after each position.
Atoms and positions in Å:
1 C 1.42658 1.40722 3.70525  N2 1.447, H6 1.090, H7 1.090, H8 1.090
2 N 1.76726 1.38637 5.11161  C1 1.447, C3 1.351, H9 1.010
3 C 2.42629 0.33478 5.64576  N2 1.351, C4 1.547, O5 1.204
4 C 2.88417 0.54362 7.10880  C3 1.547, H10 1.090, H11 1.090, H12 1.090
5 O 2.79511 -0.62503 5.01992  C3 1.204
6 H 0.90266 2.27370 3.30173  C1 1.090
7 H 0.88633 0.47224 3.55679  C1 1.090
8 H 2.31960 1.22379 3.10778  C1 1.090
9 H 1.39916 2.19014 5.60003  N2 1.010
10 H 3.75780 -0.01334 7.44746  C4 1.090
11 H 1.95257 0.35600 7.64266  C4 1.090
12 H 3.16758 1.57621 7.31262  C4 1.090
13 C 4.85116 -1.35499 2.20357  N14 1.451, H18 1.090, H19 1.090, H20 1.090
14 N 3.72145 -2.05093 2.79159  C13 1.451, C15 1.344, H21 1.010
15 C 3.10451 -3.17086 2.37708  N14 1.344, C16 1.486, O17 1.230
16 C 2.08793 -3.71575 3.31434  C15 1.486, H22 1.090, H23 1.090, H24 1.090
17 O 3.43219 -3.68090 1.30715  C15 1.230
18 H 4.74383 -0.29268 2.42283  C13 1.090
19 H 5.12105 -1.59764 1.17577  C13 1.090
20 H 5.81158 -1.67285 2.60935  C13 1.090
21 H 3.39103 -1.75964 3.70047  N14 1.010
22 H 2.13405 -3.26548 4.30592  C16 1.090
23 H 2.51396 -4.66818 3.62972  C16 1.090
24 H 1.07547 -3.96335 2.99538  C16 1.090
25 C -5.85728 -3.13660 1.46111  N26 1.427, H30 1.090, H31 1.090, H32 1.090
26 N -4.67124 -2.62064 0.85728  C25 1.427, C27 1.326, H33 1.010
27 C -4.65820 -1.46071 0.21483  N26 1.326, C28 1.561, O29 1.233
28 C -3.33023 -0.82069 -0.29887  C27 1.561, H34 1.090, H35 1.090, H36 1.090
29 O -5.68033 -0.79156 0.05104  C27 1.233
30 H -6.23372 -3.92264 0.80648  C25 1.090
31 H -6.63794 -2.39238 1.61861  C25 1.090
32 H -5.77624 -3.70989 2.38461  C25 1.090
33 H -3.73056 -2.98660 0.89348  N26 1.010
34 H -3.12557 -1.14482 -1.31924  C28 1.090
35 H -2.57294 -1.01403 0.46088  C28 1.090
36 H -3.55949 0.23546 -0.44064  C28 1.090
37 C -7.51677 0.95650 2.51677  N38 1.470, H42 1.090, H43 1.090, H44 1.090
38 N -6.12679 1.32711 2.21590  C37 1.470, C39 1.328, H45 1.010
39 C -5.36859 1.59800 3.27161  N38 1.328, C40 1.520, O41 1.261
40 C -3.90347 1.93453 3.04404  C39 1.520, H46 1.090, H47 1.090, H48 1.090
41 O -5.76931 1.49075 4.46246  C39 1.261
42 H -7.80689 1.04516 3.56371  C37 1.090
43 H -7.67055 -0.04441 2.11351  C37 1.090
44 H -8.22166 1.49080 1.87979  C37 1.090
45 H -5.78331 1.29342 1.26669  N38 1.010
46 H -3.85979 2.97846 2.73353  C40 1.090
47 H -3.51274 1.24460 2.29609  C40 1.090
48 H -3.36037 1.72065 3.96460  C40 1.090
49 C -3.96592 1.38927 -3.21888  N50 1.523, H54 1.090, H55 1.090, H56 1.090
50 N -2.97564 1.39212 -4.37638  C49 1.523, C51 1.304, H57 1.010
51 C -2.73944 2.38654 -5.18673  N50 1.304, C52 1.454, O53 1.228
52 C -2.02584 2.15092 -6.43111  C51 1.454, H58 1.090, H59 1.090, H60 1.090
53 O -3.12820 3.53130 -4.97311  C51 1.228
54 H -3.66270 1.69460 -2.21741  C49 1.090
55 H -4.47476 0.42598 -3.18345  C49 1.090
56 H -4.77377 2.04800 -3.53753  C49 1.090
57 H -2.80373 0.45410 -4.70904  N50 1.010
58 H -0.98045 2.33787 -6.18553  C52 1.090
59 H -2.38155 2.88168 -7.15745  C52 1.090
60 H -1.87479 1.13152 -6.78620  C52 1.090
61 C 0.11374 2.00094 -1.78177  N62 1.451, H66 1.090, H67 1.090, H68 1.090
62 N 0.41855 0.78691 -1.04884  C61 1.451, C63 1.329, H69 1.010
63 C 1.47419 0.55688 -0.27475  N62 1.329, C64 1.541, O65 1.211
64 C 1.52749 -0.78895 0.47392  C63 1.541, H70 1.090, H71 1.090, H72 1.090
65 O 2.41439 1.29576 -0.08209  C63 1.211
66 H 0.90905 2.73742 -1.66692  C61 1.090
67 H -0.75313 2.47687 -1.32336  C61 1.090
68 H -0.03002 1.91865 -2.85911  C61 1.090
69 H -0.16654 -0.01332 -1.24221  N62 1.010
70 H 0.81926 -1.44068 -0.03770  C64 1.090
71 H 1.30107 -0.61342 1.52560  C64 1.090
72 H 2.54975 -1.14526 0.34694  C64 1.090
73 C 4.04324 -0.56087 -2.27361  N74 1.527, H78 1.090, H79 1.090, H80 1.090
74 N 3.39862 0.60537 -3.02018  C73 1.527, C75 1.369, H81 1.010
75 C 3.68461 1.14661 -4.24447  N74 1.369, C76 1.518, O77 1.227
76 C 2.85749 2.30507 -4.77075  C75 1.518, H82 1.090, H83 1.090, H84 1.090
77 O 4.57784 0.62730 -4.90637  C75 1.227
78 H 4.69633 -0.40071 -1.41575  C73 1.090
79 H 4.68314 -1.05421 -3.00521  C73 1.090
80 H 3.28570 -1.32032 -2.08004  C73 1.090
81 H 2.76687 1.14302 -2.44405  N74 1.010
82 H 3.61249 2.94134 -5.23251  C76 1.090
83 H 2.32201 2.71649 -3.91512  C76 1.090
84 H 2.17590 1.98746 -5.55984  C76 1.090
85 C -0.94905 5.38714 -0.46298  N86 1.435, H90 1.090, H91 1.090, H92 1.090
86 N -1.87765 5.31496 -1.55418  C85 1.435, C87 1.366, H93 1.010
87 C -3.09718 4.70222 -1.49059  N86 1.366, C88 1.459, O89 1.204
88 C -4.13826 4.98565 -2.47275  C87 1.459, H94 1.090, H95 1.090, H96 1.090
89 O -3.38040 3.92701 -0.61371  C87 1.204
90 H -1.46296 5.64992 0.46166  C85 1.090
91 H -0.24800 6.21952 -0.52440  C85 1.090
92 H -0.29244 4.51765 -0.43225  C85 1.090
93 H -1.57220 5.85214 -2.35307  N86 1.010
94 H -4.55223 4.01884 -2.75908  C88 1.090
95 H -3.75768 5.43267 -3.39112  C88 1.090
96 H -4.93283 5.60120 -2.05104  C88 1.090
97 C -2.77615 -5.19327 3.61324  N98 1.416, H102 1.090, H103 1.090, H104 1.090
98 N -2.40035 -4.02617 4.32128  C97 1.416, C99 1.380, H105 1.010
99 C -1.82272 -2.87678 3.82291  N98 1.380, C100 1.497, O101 1.208
100 C -1.66224 -1.82670 4.87719  C99 1.497, H106 1.090, H107 1.090, H108 1.090
101 O -1.39642 -2.70245 2.70625  C99 1.208
102 H -3.77113 -5.57202 3.84707  C97 1.090
103 H -2.15129 -6.05781 3.83729  C97 1.090
104 H -2.70114 -5.09020 2.53072  C97 1.090
105 H -2.89949 -3.81543 5.17366  N98 1.010
106 H -2.07985 -0.85103 4.62865  C100 1.090
107 H -0.62107 -1.50684 4.91919  C100 1.090
108 H -2.12085 -2.07946 5.83316  C100 1.090
109 C 0.27011 -1.91557 -4.84237  N110 1.497, H114 1.090, H115 1.090, H116 1.090
110 N -0.14218 -3.06555 -3.97650  C109 1.497, C111 1.286, H117 1.010
111 C -0.39141 -2.95734 -2.71914  N110 1.286, C112 1.554, O113 1.200
112 C -0.62912 -4.31470 -2.00136  C111 1.554, H118 1.090, H119 1.090, H120 1.090
113 O -0.32955 -1.97192 -2.03692  C111 1.200
114 H -0.36188 -1.67252 -5.69654  C109 1.090
115 H 1.26627 -2.14901 -5.21821  C109 1.090
116 H 0.34897 -0.94232 -4.35792  C109 1.090
117 H -0.11313 -3.99607 -4.36816  N110 1.010
118 H -1.70619 -4.33489 -1.83518  C112 1.090
119 H -0.12151 -4.27124 -1.03773  C112 1.090
120 H -0.28060 -5.22511 -2.48898  C112 1.090
121 C 3.82697 3.78161 1.33047  N122 1.434, H126 1.090, H127 1.090, H128 1.090
122 N 4.00597 4.16051 -0.04072  C121 1.434, C123 1.396, H129 1.010
123 C 3.14876 5.10340 -0.61098  N122 1.396, C124 1.550, O125 1.223
124 C 3.28815 5.15259 -2.15425  C123 1.550, H130 1.090, H131 1.090, H132 1.090
125 O 2.34961 5.73499 0.06596  C123 1.223
126 H 2.82591 3.39515 1.52189  C121 1.090
127 H 4.05715 4.60331 2.00864  C121 1.090
128 H 4.65213 3.10628 1.55662  C121 1.090
129 H 4.67652 3.60984 -0.55766  N122 1.010
130 H 2.34472 4.65447 -2.37765  C124 1.090
131 H 4.17098 4.66178 -2.56390  C124 1.090
132 H 3.31683 6.23423 -2.28592  C124 1.090
133 C 6.48173 -3.93542 -0.92299  N134 1.456, H138 1.090, H139 1.090, H140 1.090
134 N 5.04500 -3.79145 -1.10886  C133 1.456, C135 1.289, H141 1.010
135 C 4.39589 -4.57061 -1.90382  N134 1.289, C136 1.534, O137 1.189
136 C 2.87374 -4.38098 -1.91070  C135 1.534, H142 1.090, H143 1.090, H144 1.090
137 O 4.85508 -5.51973 -2.45280  C135 1.189
138 H 7.05171 -3.36416 -1.65571  C133 1.090
139 H 6.72659 -4.96355 -0.65637  C133 1.090
140 H 6.83022 -3.47740 0.00269  C133 1.090
141 H 4.55913 -3.46446 -0.28600  N134 1.010
142 H 2.68360 -3.50081 -1.29650  C136 1.090
143 H 2.39986 -5.14841 -1.29867  C136 1.090
144 H 2.45290 -4.21087 -2.90169  C136 1.090


arrangement 1 wins, 55.6 kcal/mol ahead of the next structure.